Density functional theory data (wB97M-V/def2-TZVPD) for a molecular structure, C36H26CoNO9S5.

The geometry in XYZ format:
```
78
Properties=species:S:1:pos:R:3:forces:R:3
Co -0.5919 -0.6431 0.1534 0.0794 -0.3468 0.0748
O -2.3382 -2.1626 3.8163 0.0192 -0.0018 0.0518
S -2.3869 -1.1340 2.7963 0.1295 -0.0648 -0.4006
O -3.6912 -0.7758 2.3157 0.0605 -0.0234 0.0318
O -1.3934 -1.4841 1.7344 -0.3133 0.0326 0.2282
C -1.7692 0.3494 3.6524 -0.1220 -0.0825 0.0597
C -1.2585 0.1283 4.9291 0.0382 -0.0182 0.0377
C -0.9083 1.1815 5.7606 -0.0104 0.0246 -0.0582
C -1.0919 2.4869 5.3279 -0.0052 -0.0560 -0.0521
C -1.5799 2.7155 4.0511 0.0825 0.0377 0.0684
C -1.9027 1.6641 3.2017 -0.0256 0.1088 -0.0244
S -2.3712 2.1313 1.5237 -0.3450 -0.2885 0.3589
O -1.6096 3.3452 1.2692 0.1419 0.0507 -0.0813
O -3.8006 2.3333 1.5057 0.0121 -0.0061 0.0084
O -1.9278 0.9673 0.7553 0.3320 0.4370 -0.1792
H -1.1670 -0.8972 5.2590 -0.0004 0.0085 0.0115
H -0.5044 0.9805 6.7465 -0.0044 -0.0100 -0.0003
H -0.8354 3.3215 5.9706 -0.0018 0.0078 -0.0073
H -1.6812 3.7227 3.6681 0.0041 0.0012 -0.0019
C 0.0901 -4.6278 -1.0415 -0.0376 -0.0522 -0.0847
C 1.1698 -4.9711 -0.2368 0.0155 -0.0005 0.0507
C 1.6964 -4.0243 0.6239 0.0046 -0.0505 -0.0522
C 1.1494 -2.7435 0.6500 -0.0301 0.0450 -0.0272
C 0.0891 -2.3767 -0.1895 0.1355 0.1216 0.2390
C -0.4542 -3.3517 -1.0141 0.1700 0.0315 -0.1307
C 1.6286 -1.6821 1.5361 0.1060 -0.2322 0.0556
C 2.6554 -1.8627 2.5067 -0.0507 0.1119 0.0064
C 3.0551 -0.8064 3.2606 -0.0829 0.0396 -0.1006
C 2.4962 0.4753 3.0213 0.1468 -0.1105 0.1154
C 2.9205 1.6424 3.6934 0.0341 0.0338 0.0296
C 2.3908 2.8616 3.3687 -0.0451 -0.0554 -0.0262
C 1.4214 2.9589 2.3469 0.0653 -0.0621 0.0368
C 0.9887 1.8426 1.6894 0.0171 0.0750 0.0251
C 1.4972 0.5754 2.0373 -0.1518 0.1438 -0.1967
N 1.0365 -0.5229 1.3698 -0.0674 0.2259 -0.0430
H -0.3447 -5.3717 -1.7011 0.0037 0.0019 0.0009
H 1.5833 -5.9729 -0.2650 0.0001 0.0030 -0.0142
H 2.5288 -4.2914 1.2649 -0.0130 0.0147 0.0144
H -1.3027 -3.1235 -1.6341 -0.0671 0.0216 -0.0231
H 3.0874 -2.8424 2.6475 -0.0090 0.0026 -0.0024
H 3.8144 -0.9227 4.0264 0.0071 0.0111 0.0068
H 3.6777 1.5480 4.4650 -0.0066 0.0209 0.0013
H 2.7137 3.7523 3.8943 0.0081 0.0043 -0.0025
H 0.9923 3.9141 2.0752 -0.0012 0.0222 0.0150
H 0.2708 1.9137 0.8877 -0.0229 0.0030 0.0157
C -4.0653 -0.6526 -2.0451 -0.0328 0.0328 0.0439
C -3.0641 -1.3839 -1.1567 -0.0170 -0.0952 -0.2384
O -3.3513 -2.4515 -0.6388 -0.0207 0.0287 0.0877
O -1.9187 -0.7821 -1.1455 -0.1128 0.0084 -0.0411
H -5.0627 -1.0592 -1.8906 -0.0113 -0.0055 -0.0092
H -3.7782 -0.7855 -3.0929 0.0162 0.0097 0.0254
H -4.0467 0.4155 -1.8286 0.0070 -0.0081 0.0231
O 0.4692 0.3753 -1.0280 0.1490 -0.1188 -0.3462
C 0.5432 0.4594 -2.4077 -0.0359 -0.1369 -0.0540
C 1.8661 1.1744 -2.7151 -0.0291 0.0332 0.0553
C 2.4905 1.4130 -3.9037 -0.0249 0.0453 -0.0282
C 3.7041 2.1353 -3.7530 -0.0170 -0.0244 0.0187
C 3.9673 2.4236 -2.4456 0.0268 0.0303 0.0193
S 2.7502 1.8219 -1.4035 0.0180 -0.0306 0.0858
C -0.5634 1.3375 -2.9869 -0.0589 0.0080 -0.1268
C -0.9589 1.5128 -4.2861 0.0257 0.0270 0.0448
C -1.9461 2.5230 -4.4243 0.0014 0.0182 0.0088
C -2.2574 3.0962 -3.2248 -0.0095 0.0227 -0.0046
S -1.3804 2.4022 -1.9355 0.0064 0.0198 -0.0007
C 0.5733 -0.8774 -3.1679 -0.1132 0.0505 0.0921
C -0.4138 -1.4909 -3.8835 0.0483 0.0588 0.0862
C -0.0007 -2.7122 -4.4799 -0.0653 -0.0706 0.0838
C 1.2933 -3.0183 -4.1888 0.0318 -0.0347 0.0372
S 2.0141 -1.8160 -3.2149 0.0434 -0.0611 0.0879
H 2.0919 1.0736 -4.8503 0.0070 0.0130 0.0024
H 4.3496 2.4180 -4.5743 -0.0015 -0.0006 -0.0012
H 4.8190 2.9522 -2.0456 -0.0115 0.0006 -0.0070
H -0.5560 0.9418 -5.1108 -0.0107 -0.0062 -0.0004
H -2.4102 2.7955 -5.3635 -0.0010 0.0051 0.0041
H -2.9915 3.8619 -3.0281 0.0033 -0.0058 0.0059
H -1.4086 -1.0803 -3.9579 -0.0186 -0.0072 0.0195
H -0.6490 -3.3459 -5.0703 0.0043 0.0063 0.0059
H 1.8486 -3.8986 -4.4716 0.0034 0.0067 -0.0156
```
Positions in Å, forces in eV/Å.

Values from the calculation:
net charge = -2
gap between HOMO and LUMO (spin up / spin down) = 7.372 / 7.373 eV
highest occupied orbital energy (spin up / spin down) = -3.33 / -3.33 eV

---

Density functional theory data (wB97M-V/def2-TZVPD) for 5 unconnected molecules or ions with the total composition C36H27BN2O9S.

The geometry in XYZ format:
```
76
Properties=species:S:1:pos:R:3:forces:R:3
N -5.8235 -2.9632 0.6323 0.5609 1.4054 -0.7305
B -4.8173 -2.9718 -0.4025 -0.3793 -0.1065 -0.2102
O -5.2839 -2.9446 -1.7420 0.1706 0.2633 0.6014
C -3.2634 -2.9921 -0.1500 -0.6777 -0.2568 -0.6556
C -2.6699 -2.7802 1.0789 -0.3039 0.1900 1.2718
C -1.3006 -2.7700 1.2588 0.0018 0.0267 0.0150
C -0.5147 -2.9895 0.1515 1.3264 0.0735 -0.4960
C -1.0693 -3.2331 -1.0936 -0.1181 -0.3009 -0.5835
C -2.4411 -3.2336 -1.2504 0.1419 0.0507 0.0327
N -0.2304 -3.4830 -2.2146 -0.0972 0.3943 0.4402
C 0.7775 -2.5161 -2.4075 0.1600 -0.0785 -0.0978
C 0.9695 -1.8984 -3.6181 -0.3999 0.1926 -1.3820
C 1.9630 -0.9579 -3.8065 0.4640 0.0442 0.0982
C 2.7961 -0.6425 -2.7559 0.6024 0.5460 -0.0254
C 2.6152 -1.2349 -1.5208 0.3724 0.2379 0.4264
C 1.6147 -2.1568 -1.3546 -1.0180 -0.9322 0.7676
S 1.2730 -2.9787 0.2003 0.1428 -0.0343 0.1240
H -5.5509 -2.2758 1.3350 -0.0296 -0.7328 0.5193
H -6.6621 -2.5700 0.2070 -0.1783 -0.5074 0.1904
H -5.1101 -2.0490 -2.0609 0.0331 -0.2919 -0.3791
H -3.2752 -2.5907 1.9671 -0.0463 -0.1061 -0.2557
H -0.8572 -2.5947 2.2346 -0.0578 0.0628 -0.1819
H -2.8389 -3.4178 -2.2472 -0.1796 0.0549 0.2448
H -0.7874 -3.6284 -3.0465 0.1345 0.0238 -0.0118
H 0.3302 -2.1107 -4.4765 -0.0418 -0.1255 0.3255
H 2.1134 -0.4592 -4.7576 -0.1996 -0.2624 0.0396
H 3.5919 0.0912 -2.8785 -0.1359 -0.1575 -0.0075
H 3.2565 -0.9717 -0.6832 -0.0950 -0.0536 -0.1502
O -0.2084 0.7784 -5.0450 -0.0579 0.1057 -0.1055
C 0.2156 1.7426 -5.6466 -0.0749 -0.0464 0.0469
C 1.5295 2.3459 -5.3102 0.0602 0.0612 -0.0088
C 1.9915 3.4051 -5.9696 0.0140 -0.0723 0.0663
C 1.2146 4.0280 -7.0699 0.0323 0.0784 -0.0461
O 1.6372 4.9915 -7.6711 -0.0100 -0.0233 0.0152
C -0.0990 3.4253 -7.4056 -0.0732 -0.0715 0.0122
C -0.5612 2.3662 -6.7463 -0.0041 0.0617 -0.0722
H 2.0819 1.8791 -4.5047 -0.0484 -0.0010 0.0331
H 2.9465 3.8599 -5.7386 -0.0089 0.0314 -0.0330
H -0.6517 3.8937 -8.2100 0.0364 0.0313 -0.0033
H -1.5165 1.9121 -6.9769 0.0071 -0.0289 0.0351
O -2.3973 -9.3441 2.2360 -0.0169 0.0158 0.0241
C -2.9653 -8.3288 2.5780 0.0457 -0.0663 -0.0585
C -3.4849 -7.3619 1.5812 -0.0429 0.0818 0.0006
C -4.1065 -6.2472 1.9582 0.0163 -0.0081 -0.1004
C -4.3068 -5.9242 3.3926 -0.0357 0.0753 -0.0082
O -4.8729 -4.9092 3.7386 0.0537 -0.0061 0.0197
C -3.7868 -6.8921 4.3904 0.0388 -0.0818 0.0269
C -3.1661 -8.0064 4.0127 -0.0267 0.0526 0.0811
H -3.3296 -7.6141 0.5399 0.0256 -0.0303 0.0130
H -4.4925 -5.5279 1.2467 -0.0330 0.0415 0.0570
H -3.9414 -6.6396 5.4318 -0.0227 0.0373 -0.0147
H -2.7804 -8.7247 4.7250 0.0171 -0.0249 -0.0369
O -0.4270 0.6758 1.6225 0.0306 -0.0208 0.0123
C 0.6816 1.1044 1.8692 -0.0759 0.0317 -0.0142
C 1.8990 0.3253 1.5303 0.0657 -0.0346 -0.0532
C 3.1141 0.7942 1.8040 -0.0513 -0.0373 -0.0244
C 3.3034 2.1130 2.4558 0.0434 0.0024 0.0051
O 4.4134 2.5395 2.7018 -0.0224 -0.0082 -0.0142
C 2.0870 2.8922 2.7946 -0.0584 0.0153 0.1760
C 0.8717 2.4225 2.5208 0.0722 0.0125 -0.0031
H 1.7389 -0.6375 1.0528 -0.0627 0.1611 0.1441
H 4.0155 0.2416 1.5661 0.0229 0.0280 0.0211
H 2.2458 3.8547 3.2706 -0.0204 -0.3717 -0.1588
H -0.0286 2.9751 2.7591 -0.0163 -0.0253 -0.0053
O 2.4207 5.7964 3.2277 0.0056 0.4531 0.0466
C 2.9278 6.8424 3.5801 0.0129 -0.0274 -0.0074
C 2.2172 7.7755 4.4864 -0.0234 0.0530 0.0489
C 2.7735 8.9216 4.8693 -0.0760 -0.0556 0.0062
C 4.1287 9.3128 4.4067 0.0533 0.0732 0.0202
O 4.6355 10.3558 4.7573 -0.0201 -0.0219 -0.0072
C 4.8381 8.3769 3.4997 -0.0112 -0.0770 -0.0427
C 4.2808 7.2310 3.1173 0.0855 0.0304 -0.0419
H 1.2307 7.4723 4.8133 0.0060 -0.0345 -0.0237
H 2.2715 9.6171 5.5297 0.0373 0.0260 -0.0026
H 5.8247 8.6788 3.1723 -0.0045 0.0350 0.0275
H 4.7816 6.5339 2.4573 -0.0375 -0.0401 0.0176
```
Positions in Å, forces in eV/Å.

Values from the calculation:
net charge = 0
gap between HOMO and LUMO = 6.203 eV
highest occupied orbital energy = -7.96 eV

---

Density functional theory data (wB97M-V/def2-TZVPD) for a molecular structure, C36H27F5O6V.

The geometry in XYZ format:
```
75
Properties=species:S:1:pos:R:3:forces:R:3
O 12.3023 -11.1324 5.4547 -0.1335 -0.8315 1.1501
V 11.6519 -12.1551 6.4812 0.0591 0.1056 0.2828
O 12.7736 -12.8491 7.3579 -0.8498 0.8398 -0.3602
C 8.1928 -14.4971 7.2351 2.2000 2.6108 -0.6623
C 9.1938 -13.4234 7.0531 -2.8536 0.9986 2.4533
C 9.1619 -12.0635 7.9644 -0.3945 -4.1372 1.2678
O 10.1898 -11.3479 7.8374 0.9742 0.3744 -1.5328
C 8.2560 -12.0960 9.0813 3.3605 1.8375 -2.9132
C 7.4259 -13.1585 9.3135 -5.9492 0.6981 2.9022
C 7.4045 -14.3816 8.3508 -4.3430 -3.5478 2.1221
O 6.5360 -15.3566 8.5483 2.5424 3.1577 -0.1937
O 6.4569 -12.9052 10.1985 3.9881 -2.4395 -3.5555
O 10.0700 -13.5837 6.2323 2.5337 0.8514 -1.3049
H 8.2139 -15.2504 6.4614 -0.3959 -0.4066 0.4148
H 8.2743 -11.2206 9.7135 -0.2182 -0.1575 0.2767
F 15.3373 -9.7194 12.2521 0.0522 -0.1920 -0.5649
C 14.2289 -10.4147 11.8895 0.6300 -0.8445 0.1828
C 14.3203 -11.5279 11.0356 -0.9672 0.3588 -0.7882
C 13.1559 -12.2733 10.7090 2.6052 0.1360 0.3429
C 11.9945 -11.9991 11.3447 -1.2608 0.2967 1.0496
C 11.9529 -10.9440 12.2304 0.7978 2.2783 1.0843
C 13.0674 -10.0827 12.5315 -1.7980 -1.8769 -1.0081
H 15.2160 -11.7683 10.4822 0.3048 0.1381 0.3301
H 13.2626 -13.1501 10.0875 -0.0082 0.1073 -0.2654
H 11.1307 -12.6429 11.2693 -0.1370 0.0251 -0.2988
H 11.0596 -10.6467 12.7596 -0.3627 -0.4306 -0.0712
H 12.9803 -9.2689 13.2362 0.0913 -0.0211 -0.0575
F 9.7586 -11.2196 4.8599 -0.2714 -0.0109 -0.3521
C 9.2897 -10.0250 4.3965 -1.7321 -2.4830 -3.0964
C 9.4666 -8.9320 5.1014 0.7448 2.2123 2.3163
C 8.8605 -7.7690 4.6803 0.0780 0.0748 -0.4965
C 8.1829 -7.7518 3.4741 -1.4753 1.8012 0.7724
C 7.9645 -8.8330 2.6607 1.8159 -1.5425 2.0102
C 8.5412 -10.0313 3.1874 0.4887 0.7562 -1.2590
H 10.0426 -8.9244 6.0150 0.0196 -0.2245 0.1188
H 8.9410 -6.9015 5.3186 -0.0962 0.1834 -0.2111
H 7.5940 -6.8724 3.2590 0.3359 0.4833 -0.2303
H 7.4397 -8.6563 1.7334 0.0155 -0.7437 -0.0668
H 8.6256 -10.8541 2.4929 -0.2847 -0.6076 0.4465
F 9.7659 -14.9770 10.0554 0.0308 -0.6648 -0.2862
C 10.2418 -16.1072 9.4513 0.6985 -0.9354 -0.4506
C 9.7048 -17.3654 9.7210 -0.0537 0.8392 0.4454
C 10.2152 -18.5164 9.1189 0.3510 1.0902 0.2340
C 11.2306 -18.4012 8.1695 0.4623 1.0320 0.6517
C 11.8309 -17.1221 7.9442 -1.6695 -0.3578 -0.4479
C 11.3152 -15.9748 8.5599 -1.2080 -0.3830 0.5315
H 8.8996 -17.4425 10.4365 -0.0675 0.0054 0.0983
H 9.8412 -19.4406 9.5341 -0.0410 -0.3192 -0.6096
H 11.5673 -19.3013 7.6768 0.2841 0.1292 -0.1602
H 12.4920 -16.9516 7.1074 0.4348 -0.3256 0.1887
H 11.5523 -14.9478 8.3243 0.7804 -0.0481 -0.1935
F 12.6276 -13.9749 5.0130 -0.2661 -0.5401 -0.3952
C 12.5124 -15.3244 4.7579 1.0350 -0.4601 0.3386
C 13.6827 -16.1023 4.8957 -0.7704 -0.1471 -0.7644
C 13.6466 -17.4884 4.5999 -0.7565 1.7965 0.2622
C 12.4257 -18.0794 4.2511 0.7080 0.8743 0.0375
C 11.2968 -17.2561 4.1024 -0.0134 -0.0727 1.2208
C 11.3077 -15.8795 4.3937 0.4848 -0.8285 -0.7510
H 14.6048 -15.5848 5.1159 0.0429 -0.0677 0.2029
H 14.5613 -18.0607 4.6481 -0.0234 -0.0760 0.0847
H 12.5271 -19.1448 4.1062 -0.9240 -0.1142 -0.2465
H 10.2833 -17.6125 3.9924 0.1588 -0.6574 -0.5695
H 10.3884 -15.3487 4.1949 0.1896 0.3965 0.3732
F 15.4238 -12.1434 6.3270 0.1908 0.4347 -0.1090
C 15.6931 -11.7831 5.0584 -0.1436 -1.0406 -1.6314
C 15.5548 -10.4814 4.6107 0.4720 0.5195 -0.0374
C 15.8034 -10.1230 3.2586 0.0340 -0.0724 2.7367
C 16.2093 -11.0918 2.3986 0.3628 -0.3583 -1.2546
C 16.2996 -12.4166 2.7867 -0.4719 -1.1435 2.3813
C 16.0276 -12.8026 4.1456 -0.0407 1.6021 -1.2680
H 15.3993 -9.7207 5.3614 -0.3708 0.1353 -0.0376
H 15.8220 -9.0724 3.0092 -0.2111 -0.0233 -0.1855
H 16.5026 -10.7651 1.4119 -0.0670 -0.3274 -0.2823
H 16.5571 -13.2392 2.1360 0.1309 0.2650 -0.3782
H 16.0445 -13.8390 4.4492 0.1410 0.0153 0.0363
```
Positions in Å, forces in eV/Å.

Values from the calculation:
net charge = 0
gap between HOMO and LUMO (spin up / spin down) = 7.382 / 5.474 eV
highest occupied orbital energy (spin up / spin down) = -9.11 / -8.84 eV
multiplicity = 2